8 unconnected molecules or ions with the total composition C40H90F9N5O10S at a distorted geometry, computed with ωB97M-V/def2-TZVPD.

Computed properties:
HOMO-LUMO gap: 8.13 eV
Strongest force on any atom: 4.5 eV/A
Total charge: +2
LUMO energy: -3.0 eV

Geometry as XYZ:
```
155
Properties=species:S:1:pos:R:3:lowdin_charge:R:1
C 0.8464 -7.6428 -1.0339 -0.006
N 2.1646 -7.7945 -1.6708 -0.341
C 3.3391 -7.1883 -0.8394 0.075
C 2.3911 -9.2271 -2.0882 0.010
C 2.0938 -6.9152 -2.9632 -0.086
C 3.1502 -7.1360 -4.0722 -0.178
O 2.9414 -8.4011 -4.7841 -0.086
H 0.0041 -7.9031 -1.6963 0.123
H 0.8280 -6.5888 -0.7531 0.083
H 0.8488 -8.3000 -0.1602 0.116
H 3.5330 -7.8893 -0.0197 0.120
H 2.9298 -6.2827 -0.4922 0.041
H 4.1519 -7.0352 -1.5571 0.105
H 1.9964 -9.8677 -1.3427 0.084
H 3.4212 -9.4723 -2.3929 0.120
H 1.7109 -9.3494 -2.9932 0.126
H 2.2105 -5.9307 -2.5277 0.097
H 1.0425 -6.9430 -3.3913 0.161
H 4.1404 -7.1516 -3.6529 0.105
H 3.0539 -6.3231 -4.7964 0.135
H 3.3220 -8.1838 -5.6486 0.096
C -5.7754 -3.3123 5.0170 0.026
N -4.5646 -2.4434 4.7146 -0.339
C -3.5801 -3.1630 3.9297 0.002
C -5.0859 -1.2850 3.8878 0.011
C -4.0191 -1.7756 5.9581 -0.094
C -3.4111 -2.6440 7.0782 -0.185
O -4.2464 -3.7691 7.4550 -0.072
H -5.4177 -4.3825 5.0282 0.125
H -6.5094 -3.2399 4.2312 0.096
H -6.1550 -3.0366 5.9900 0.101
H -3.9845 -3.5554 3.0342 0.104
H -3.2804 -3.9922 4.5121 0.093
H -2.7891 -2.3928 3.7172 0.117
H -4.2899 -0.6419 3.5289 0.089
H -5.7868 -0.6968 4.4703 0.113
H -5.7426 -1.6217 3.0858 0.109
H -4.8450 -1.1954 6.3776 0.140
H -3.2909 -1.0599 5.6079 0.112
H -3.3112 -1.9255 7.8686 0.121
H -2.4183 -3.0226 6.7712 0.120
H -4.0002 -3.9487 8.3849 0.109
C -3.4323 1.5875 -3.5239 0.016
N -2.6934 0.2639 -3.7021 -0.273
C -3.7128 -0.9086 -3.6902 0.058
C -2.0352 0.2669 -5.0453 0.005
C -1.6878 0.2166 -2.5361 -0.088
C -0.6236 -0.8826 -2.5517 -0.212
O -1.0557 -2.2174 -2.4090 -0.080
H -3.8344 1.5386 -2.5223 0.084
H -4.2110 1.6795 -4.2945 0.115
H -2.7569 2.4375 -3.6131 0.074
H -3.9461 -1.0550 -4.6989 0.075
H -4.5747 -0.5903 -3.1857 0.085
H -3.2588 -1.8539 -3.4623 0.095
H -1.7663 -0.7031 -5.4325 0.109
H -1.1108 0.7981 -4.9168 0.073
H -2.7119 0.7136 -5.7300 0.098
H -2.2366 -0.0248 -1.6881 0.100
H -1.2045 1.1184 -2.5415 0.072
H 0.0287 -0.6326 -1.6615 0.148
H -0.0591 -0.8915 -3.4747 0.117
H -0.2725 -2.7489 -2.1762 0.039
C 2.6950 2.0655 4.9506 -0.063
C 2.4830 0.7553 4.1501 -0.224
C 1.6864 -0.2446 4.9588 -0.140
N 1.9189 -1.6896 4.5473 -0.258
C 1.4944 -1.9426 3.0974 0.039
C 3.3614 -2.0265 4.7276 -0.101
C 3.4588 -3.5835 4.9255 -0.094
C 2.0463 -3.9142 5.5052 -0.146
C 1.2386 -2.6274 5.5073 -0.114
H 1.7348 2.5622 4.9699 0.052
H 3.3112 2.7320 4.3668 0.075
H 3.0183 1.8104 5.9704 0.088
H 3.4768 0.2540 3.9745 0.111
H 2.0477 0.8643 3.1532 0.106
H 0.5758 -0.1805 4.8691 0.117
H 1.9793 -0.2183 6.0218 0.132
H 2.1409 -1.3852 2.4020 0.091
H 0.4419 -1.5980 2.9423 0.120
H 1.6505 -3.0055 2.8670 0.100
H 3.8562 -1.6961 3.8410 0.110
H 3.8485 -1.7061 5.6155 0.134
H 3.5930 -4.2250 4.0614 0.107
H 4.2246 -3.8337 5.6508 0.109
H 1.5387 -4.5641 4.8916 0.071
H 1.9168 -4.4355 6.4983 0.139
H 0.2037 -2.7967 5.1522 0.133
H 1.1520 -2.0544 6.4950 0.155
C -0.5726 5.5103 -0.7009 -0.069
C 0.0994 6.9341 -0.7800 -0.201
C 1.3568 6.9201 -1.6707 -0.093
N 1.1111 7.6900 -2.9902 -0.250
C 0.0313 7.1963 -3.8618 0.015
C 2.3526 7.5836 -3.8548 -0.098
C 2.9706 8.9467 -3.7425 -0.169
C 1.8261 9.9190 -3.6846 -0.145
C 0.9681 9.1769 -2.6902 -0.108
H 0.0454 4.7856 -0.1537 0.084
H -0.8419 5.1596 -1.6840 0.047
H -1.4585 5.7019 -0.0307 0.092
H 0.3806 7.3352 0.1859 0.106
H -0.6205 7.6802 -1.1566 0.103
H 1.5649 5.9142 -2.0102 0.104
H 2.2507 7.3470 -1.2201 0.135
H -0.9909 7.3694 -3.4018 0.135
H 0.1445 6.1543 -3.9992 0.057
H 0.1838 7.7158 -4.8404 0.131
H 2.0903 7.3243 -4.8836 0.135
H 2.9835 6.7433 -3.3473 0.171
H 3.5900 9.2037 -4.5580 0.113
H 3.5840 8.9813 -2.8192 0.137
H 1.3738 10.0183 -4.6589 0.121
H 2.1376 10.9146 -3.4587 0.124
H -0.0791 9.5611 -2.8154 0.154
H 1.2886 9.4256 -1.7354 0.112
C -2.1717 0.9982 3.8735 -0.518
O -2.8591 1.4948 2.6684 -0.118
O -1.7214 -0.2294 3.7977 -0.171
C -1.1202 2.0125 4.1978 -0.613
F -0.5453 1.8489 5.4419 0.091
F -0.0299 1.8374 3.3559 0.083
F -1.4781 3.2032 4.1554 0.250
C -2.3910 0.9918 1.4669 -0.299
C -3.0100 1.7537 0.2740 -0.058
H -3.2113 2.7626 0.6004 0.077
H -2.3143 1.6980 -0.5908 0.056
H -3.9347 1.3280 -0.0558 0.051
H -2.3074 -0.1338 1.4239 0.125
H -1.3147 1.2756 1.3718 0.111
H -3.0510 1.2676 4.6122 0.165
C 0.3195 3.5768 -3.8571 -0.521
O 0.5828 4.3261 -5.0229 -0.166
O -0.8432 2.9843 -3.6889 -0.169
C 1.5338 2.4916 -3.9220 -0.428
F 2.8456 2.9915 -4.1417 0.049
F 1.6954 1.8856 -2.6658 0.054
F 1.3616 1.5328 -4.8321 0.129
C 0.1194 3.7132 -6.2984 -0.191
C 1.3014 3.3666 -7.2443 -0.069
H 1.1523 3.7591 -8.2955 0.095
H 2.1418 3.8160 -6.7779 0.052
H 1.5549 2.3229 -7.2189 0.054
H -0.5551 4.4927 -6.7446 0.121
H -0.4661 2.7855 -6.0754 0.100
H 0.6775 4.3181 -3.0459 0.122
C 3.1061 -2.6301 -0.0713 -0.636
F 4.1186 -3.0022 -0.8513 0.148
F 3.5391 -2.6095 1.2272 0.075
F 2.7763 -1.3765 -0.3072 0.129
S 1.5008 -3.5740 -0.2949 0.412
O 1.4044 -3.8120 -1.6832 -0.289
O 1.7396 -4.7683 0.4301 -0.323
O 0.5292 -2.7095 0.3232 -0.281
```



7 unconnected molecules or ions with the total composition C40H91ClF5O10P2 at a distorted geometry, computed with ωB97M-V/def2-TZVPD.

Computed properties:
HOMO-LUMO gap: 7.19 eV
Strongest force on any atom: 5.6 eV/A
Total charge: -1
LUMO energy: 1.9 eV

Geometry as XYZ:
```
149
Properties=species:S:1:pos:R:3:lowdin_charge:R:1
C 3.3667 0.3562 2.3712 -0.120
O 4.2285 0.7978 1.2981 -0.236
C 3.5045 1.6797 0.4071 -0.219
C 2.3698 0.9501 -0.4256 -0.162
C 2.9649 -0.0786 -1.4835 -0.191
C 3.1152 -1.5674 -0.9011 -0.191
C 1.6743 -2.2936 -0.9983 -0.187
C 1.3584 -3.1924 0.2862 -0.190
C 0.3472 -2.4711 1.3172 -0.191
C -0.8549 -3.4733 1.6826 -0.203
C -1.7591 -3.6808 0.3874 -0.210
C -3.3121 -3.8489 0.6744 -0.188
C -3.9738 -2.5593 1.3986 -0.246
C -4.8881 -1.6532 0.5399 -0.314
P -4.2623 -0.0959 -0.3694 0.539
F -3.7357 1.2975 -1.2609 -0.327
C -2.5870 -0.0368 0.5567 -0.251
C -1.6963 1.2531 0.3255 -0.210
F -0.9058 1.2070 -0.8768 -0.107
C -5.9647 -0.1819 -1.3266 -0.311
C -6.5282 1.1539 -1.9205 -0.151
C -6.6517 1.1577 -3.5173 -0.117
F -6.1764 2.3012 -4.2108 0.002
C -7.2298 0.1251 -4.2785 -0.198
F -6.3967 -0.5845 -5.1657 0.028
F -8.5772 -0.2265 -4.2679 0.047
C -5.1494 1.1428 0.8097 -0.327
C -4.6739 1.3716 2.2694 -0.684
C -4.8500 0.2129 3.3364 -0.156
Cl -5.7064 2.7894 2.9448 0.472
P -3.4278 -1.2084 -2.0955 0.608
O -1.9038 -1.2590 -2.2185 -0.381
O -4.0251 -2.7738 -2.3620 -0.228
O -3.8437 -0.3477 -3.5540 -0.234
H 2.6754 -0.4574 1.9956 0.063
H 4.0119 -0.0957 3.1851 0.093
H 2.7812 1.2431 2.7880 0.098
H 3.0475 2.5176 1.0445 0.118
H 4.2529 2.1755 -0.2853 0.108
H 1.6512 0.3734 0.2440 0.098
H 1.7798 1.7626 -0.9655 0.100
H 2.2915 -0.0845 -2.4051 0.117
H 3.9890 0.2777 -1.8469 0.104
H 3.4931 -1.5161 0.1645 0.089
H 3.8722 -2.1036 -1.5520 0.101
H 0.9123 -1.4758 -1.1841 0.096
H 1.7256 -2.9335 -1.9396 0.110
H 2.3503 -3.3898 0.8077 0.100
H 0.9547 -4.1938 -0.0759 0.101
H -0.0416 -1.5622 0.7656 0.078
H 0.9042 -2.1022 2.2316 0.093
H -0.3422 -4.4669 1.9249 0.097
H -1.4127 -3.1776 2.6194 0.096
H -1.4933 -2.8841 -0.3658 0.079
H -1.4200 -4.6710 -0.0769 0.112
H -3.9156 -4.2008 -0.2175 0.095
H -3.3730 -4.7250 1.4129 0.105
H -3.1782 -2.1535 2.0762 0.063
H -4.6885 -3.0684 2.1486 0.110
H -5.7484 -1.2824 1.2007 0.073
H -5.4426 -2.3146 -0.2135 0.085
H -1.9038 -0.9174 0.2907 0.060
H -2.6380 -0.1564 1.6799 0.071
H -2.2063 2.2436 0.4849 0.105
H -0.8989 1.2066 1.1516 0.112
H -6.7710 -0.6193 -0.6425 0.084
H -5.9325 -0.9506 -2.1767 0.063
H -7.6215 1.2582 -1.5814 0.124
H -6.0480 2.1313 -1.6611 0.104
H -5.1263 2.1810 0.3282 0.078
H -6.2695 0.9074 0.8573 0.091
H -3.6098 1.7639 2.3923 0.091
H -5.8462 -0.3274 3.1980 0.086
H -3.9900 -0.5123 3.4033 0.063
H -4.9366 0.7144 4.3583 0.058
H -4.7082 -2.7174 -3.0588 0.054
H -3.6685 -1.0100 -4.2573 0.054
C -10.7899 -1.6563 -2.1867 -0.068
C -10.0828 -2.9561 -1.8382 -0.499
C -10.7140 -4.1391 -2.5559 -0.069
O -10.1441 -3.1683 -0.4286 -0.056
H -11.8412 -1.6898 -1.8817 0.079
H -10.3333 -0.8174 -1.6562 0.079
H -10.7443 -1.4575 -3.2597 0.071
H -9.0266 -2.8834 -2.1090 0.138
H -11.7624 -4.2581 -2.2635 0.077
H -10.2031 -5.0672 -2.2880 0.078
H -10.6665 -4.0142 -3.6404 0.079
H -11.0734 -3.2340 -0.1789 0.082
C 8.3817 2.9252 -1.7253 -0.064
C 7.0823 2.5392 -2.4142 -0.488
C 7.1039 2.9141 -3.8878 -0.061
O 5.9936 3.1963 -1.7729 -0.066
H 8.5442 4.0067 -1.7757 0.081
H 8.3471 2.6599 -0.6655 0.066
H 9.2361 2.4221 -2.1843 0.073
H 6.9177 1.4633 -2.3116 0.138
H 7.2224 3.9952 -4.0131 0.080
H 6.1605 2.6412 -4.3663 0.083
H 7.9204 2.4107 -4.4118 0.078
H 6.1277 4.1495 -1.8562 0.074
C 7.5113 6.1126 1.5701 -0.065
C 6.1483 6.4938 1.0126 -0.496
C 5.1657 6.8181 2.1271 -0.064
O 5.6387 5.4188 0.2280 -0.059
H 7.4386 5.2210 2.2007 0.083
H 8.2036 5.8717 0.7594 0.073
H 7.9371 6.9256 2.1635 0.077
H 6.2508 7.3575 0.3505 0.138
H 5.0133 5.9506 2.7766 0.082
H 4.1890 7.0792 1.7130 0.081
H 5.5213 7.6523 2.7371 0.077
H 5.5434 4.6480 0.8021 0.090
C -0.3216 5.1559 -1.4919 -0.062
C 0.0687 4.6270 -2.8636 -0.500
C -1.1533 4.4263 -3.7470 -0.060
O 0.7560 3.3893 -2.7165 -0.065
H -0.9772 4.4486 -0.9747 0.075
H 0.5641 5.2847 -0.8643 0.075
H -0.8375 6.1166 -1.5706 0.075
H 0.7591 5.3258 -3.3442 0.132
H -1.8370 3.6947 -3.3058 0.086
H -0.8596 4.0359 -4.7245 0.078
H -1.6939 5.3653 -3.8933 0.075
H 0.1516 2.7636 -2.2911 0.063
C 9.7093 -0.8595 1.7516 -0.066
C 9.7531 -0.7780 0.2336 -0.497
C 10.6143 0.3856 -0.2337 -0.071
O 8.4292 -0.6234 -0.2718 -0.053
H 9.2746 0.0498 2.1780 0.082
H 9.0793 -1.6924 2.0727 0.080
H 10.7101 -0.9966 2.1692 0.077
H 10.1474 -1.7127 -0.1733 0.138
H 10.2117 1.3376 0.1244 0.068
H 10.6275 0.4382 -1.3251 0.076
H 11.6423 0.2853 0.1239 0.078
H 8.0685 0.1999 0.0810 0.081
C 1.2688 -6.2684 5.4090 -0.066
C -0.0946 -5.8814 4.8575 -0.503
C -1.0705 -5.5474 5.9749 -0.065
O -0.6146 -6.9573 4.0791 -0.057
H 1.1946 -7.1577 6.0434 0.078
H 1.9551 -6.5160 4.5956 0.080
H 1.7024 -5.4559 5.9972 0.078
H 0.0093 -5.0210 4.1922 0.121
H -1.2252 -6.4120 6.6287 0.078
H -2.0476 -5.2823 5.5638 0.081
H -0.7078 -4.7130 6.5801 0.079
H -0.7106 -7.7229 4.6580 0.083
```



| no. | highest occupied orbital energy (eV) |
| --- | --- |
| 1 | -11.103 |
| 2 | -5.238 |